Entry 1:
78
Properties=species:S:1:pos:R:3:forces:R:3:mulliken_charge:R:1 method="wB97M-V/def2-TZVPD" spin_multiplicity=2 charge=0 homo_lumo_gap_ev="6.59 / 6.74" homo_ev="-7.749 / -7.749" relative_energy_ev=1.5792 max_force_ev_per_a=1.5
Ru -0.198896 0.064722 -0.254943 1.02 0.01 0.67 -0.13
O 1.875810 -4.762644 -4.560144 0.17 -0.14 -0.04 -0.72
C 2.403325 -4.612069 -3.451254 -0.46 0.58 0.52 0.36
O 3.432365 -5.032684 -2.908534 0.03 -0.09 -0.21 -0.71
C 1.554559 -3.655314 -2.494272 0.63 -0.64 -0.54 -0.48
C 2.044691 -3.333719 -1.238575 -0.45 0.15 0.38 -0.93
C 1.283082 -2.500897 -0.432489 0.09 -0.31 -0.53 0.55
N 0.119594 -1.999167 -0.860748 0.18 1.44 -0.52 -0.13
C -0.411521 -2.389242 -2.027586 0.64 -0.38 -0.15 0.90
C 0.306167 -3.205962 -2.891969 -0.57 0.23 0.44 -0.88
C -1.802808 -1.961115 -2.198179 -0.65 0.50 -0.02 0.42
C -2.664778 -2.501324 -3.147681 0.33 -0.13 -0.06 -0.78
C -3.992268 -2.124430 -3.148744 -0.17 0.14 0.15 -0.66
C -4.431937 -1.219190 -2.192915 0.04 -0.08 -0.15 -0.97
C -3.506870 -0.715236 -1.296009 -0.05 0.02 -0.03 0.00
N -2.225686 -1.058944 -1.298238 -0.22 -0.41 0.13 0.30
C 1.564503 -2.149412 0.959027 0.06 0.28 0.58 0.52
C 2.413287 -2.899361 1.762492 0.06 -0.05 -0.24 -0.96
C 2.484859 -2.626759 3.114891 -0.08 0.17 0.09 -0.76
C 1.707962 -1.598864 3.625960 0.16 -0.10 -0.06 -1.29
C 0.922702 -0.868695 2.751264 0.00 0.30 0.20 -0.44
N 0.834700 -1.126278 1.451625 -0.11 -0.17 -0.37 1.09
H 2.995825 -3.741873 -0.926647 0.02 -0.07 -0.08 0.58
H -0.094001 -3.518596 -3.846559 0.15 -0.08 -0.05 0.59
H -2.295530 -3.228425 -3.857633 0.00 0.01 0.00 0.40
H -4.683991 -2.546029 -3.865429 0.03 0.00 -0.04 0.45
H -5.466005 -0.909667 -2.139353 0.00 0.00 0.01 0.46
H -3.817390 -0.010190 -0.534998 0.02 0.01 0.00 0.32
H 2.982549 -3.709260 1.328109 -0.01 0.01 -0.01 0.45
H 3.129003 -3.208477 3.760473 -0.01 -0.02 -0.01 0.43
H 1.717749 -1.356274 4.678627 -0.01 0.06 0.00 0.48
H 0.335383 -0.037801 3.119654 0.05 0.10 -0.05 0.88
N 0.469774 2.664827 0.425641 -0.30 -0.47 -0.14 -0.19
C 1.331712 2.478399 1.504591 0.16 0.01 0.27 0.45
C 1.040974 2.986763 2.767098 -0.10 -0.05 -0.04 -0.43
C 1.906392 2.753421 3.825758 -0.01 -0.01 -0.03 -0.78
C 3.077405 2.041966 3.616118 0.08 -0.13 0.06 -0.94
C 3.354169 1.522239 2.358459 -0.08 0.08 0.04 -0.87
C 2.479348 1.711908 1.294496 -0.09 -0.22 -0.05 0.43
C 2.745333 1.124986 -0.044334 0.04 -0.04 -0.20 1.18
C 4.060339 1.241133 -0.509045 -0.11 0.00 -0.04 -0.80
C 4.454735 0.696961 -1.716428 0.16 0.06 0.06 -1.05
C 3.524337 0.025309 -2.486568 -0.04 0.01 -0.10 -1.50
C 2.212716 -0.080528 -2.047499 -0.01 0.07 -0.13 -0.52
C 1.771753 0.468540 -0.842531 -0.10 -0.40 0.50 0.79
H -0.206676 3.403792 0.544307 -0.04 0.03 -0.04 0.30
H 0.921712 2.688804 -0.478265 0.04 0.15 -0.02 0.36
H 0.133891 3.564074 2.915622 0.01 0.00 0.00 0.41
H 1.666790 3.127478 4.813003 0.01 0.06 -0.03 0.40
H 3.765066 1.870304 4.434443 -0.01 0.01 -0.01 0.42
H 4.254891 0.942619 2.197403 -0.03 -0.04 0.02 0.60
H 4.772988 1.787546 0.097977 0.02 -0.03 -0.03 0.55
H 5.481458 0.797541 -2.043848 -0.01 -0.01 -0.04 0.39
H 3.812033 -0.415737 -3.432638 -0.01 -0.05 0.01 0.51
H 1.524947 -0.636367 -2.675981 0.00 0.02 0.05 0.56
S -3.499250 3.021105 0.943018 0.21 -0.19 -0.09 -0.50
C -3.345892 2.012705 2.355918 0.15 -0.07 -0.28 1.44
C -3.979739 2.131121 3.583109 -0.02 0.03 0.14 -0.59
C -3.723698 1.168391 4.544115 -0.09 0.10 -0.04 -0.69
C -2.903208 0.076177 4.256707 0.08 -0.07 -0.05 -0.70
C -2.291758 -0.052016 3.025176 0.08 -0.02 -0.09 -0.48
C -2.467569 0.953883 2.076386 -0.36 0.13 0.42 -1.19
N -1.911386 0.994329 0.819256 -0.20 0.36 -0.38 0.81
C -2.376195 1.986046 0.093997 -0.32 -0.23 0.74 0.17
C -1.991089 2.136051 -1.288192 0.36 0.15 -0.72 1.07
C -2.683102 2.972867 -2.170248 0.01 -0.06 0.38 -0.99
C -2.366001 2.966362 -3.513044 -0.04 0.09 -0.17 -0.92
C -1.346751 2.139275 -3.970113 0.06 -0.05 0.13 -0.92
C -0.630897 1.338543 -3.084720 0.01 0.25 -0.21 -0.37
C -0.928014 1.309998 -1.728441 -0.29 -0.77 0.03 0.82
H -4.657639 2.951573 3.777642 0.02 0.00 0.04 0.44
H -4.187317 1.250368 5.517844 -0.02 -0.01 -0.01 0.39
H -2.747660 -0.689784 5.005054 -0.04 0.00 0.00 0.44
H -1.704557 -0.922551 2.766765 0.03 0.02 0.05 0.48
H -3.485334 3.598058 -1.791634 -0.03 0.03 -0.10 0.43
H -2.910131 3.593032 -4.207239 -0.02 0.00 0.02 0.39
H -1.111013 2.105861 -5.026738 0.02 0.06 0.00 0.48
H 0.175677 0.735807 -3.481616 -0.05 -0.07 0.03 0.37

Entry 2:
21
Properties=species:S:1:pos:R:3:forces:R:3:mulliken_charge:R:1 method="wB97M-V/def2-TZVPD" spin_multiplicity=1 smiles="[H]/N=C/NCCCCN" charge=0 homo_lumo_gap_ev=9.93 homo_ev=-8.854 relative_energy_ev=0.9138 max_force_ev_per_a=2.8
H 2.317837 2.286496 1.917638 1.20 -0.21 0.77 0.24
N 1.517416 2.307469 1.344623 -0.76 0.30 -0.63 -0.69
C 1.642073 1.644115 0.270859 -0.43 0.33 -0.13 0.00
N 0.689497 1.745390 -0.704358 0.47 -0.36 -0.13 -0.20
C 0.217222 0.556247 -1.403931 -2.36 1.44 0.68 -0.62
C -1.154729 0.084870 -0.817381 1.03 0.15 0.60 -0.76
C -1.000877 -0.558890 0.556521 -0.41 -1.54 0.02 -0.43
C -0.357354 -1.978955 0.480666 0.42 0.66 0.29 -0.67
N -1.199121 -3.161630 0.335868 -0.08 0.42 -0.31 -0.61
H 2.473641 1.014973 -0.050624 0.18 -0.21 0.40 0.38
H 0.056097 2.514310 -0.557598 -0.35 -0.16 0.12 0.26
H 0.939936 -0.218473 -1.248818 0.58 -0.34 -0.82 0.35
H -0.082167 0.904628 -2.392927 0.95 -0.72 -0.55 0.28
H -1.646756 -0.594803 -1.512643 0.00 -0.13 -0.07 0.34
H -1.765524 0.975419 -0.744669 -0.35 0.22 -0.05 0.40
H -1.979146 -0.723985 1.027695 0.04 0.35 -0.01 0.37
H -0.388618 -0.000741 1.262852 -0.08 0.49 -0.23 0.23
H 0.166481 -2.137678 1.418661 0.22 0.02 0.16 0.34
H 0.427657 -1.919676 -0.279541 -0.13 -0.55 -0.09 0.30
H -1.726590 -3.168721 -0.531018 0.03 0.09 0.04 0.23
H -1.868536 -3.128644 1.094753 -0.16 -0.24 -0.05 0.28